28
Properties=species:S:1:pos:R:3 method="wB97M-V/def2-TZVPD" total_charge=+2 spin_multiplicity=1 energy_ev=-50893.5432 gap_ha="0.1735 / 0.1746"
La 0.972 -0.225 0.603
C -0.788 -0.159 -3.516
H -1.584 1.758 2.783
H -0.536 -0.123 -4.583
H -1.371 0.722 -3.224
O -3.840 -0.332 2.755
H 2.597 1.332 -2.787
C 0.001 -0.113 5.075
N -1.327 1.355 3.686
H -0.277 -1.174 5.111
C -0.344 0.468 3.764
H 1.769 1.030 -4.354
H 1.072 -0.012 5.295
P 0.746 -0.198 -2.510
I -1.757 -1.990 -0.314
I -1.929 1.311 -0.207
H 1.028 2.119 -3.129
H -1.858 1.594 4.516
C -3.043 -0.803 2.093
O 0.289 0.128 2.688
H -1.384 -1.052 -3.289
H 2.598 -1.704 -2.892
Cl 3.504 -0.156 0.887
H -0.556 0.405 5.866
H 1.032 -2.487 -3.244
C 1.618 -1.570 -3.364
H 1.746 -1.335 -4.429
C 1.623 1.209 -3.278